[1]
DFT (wB97M-V/def2-TZVPD) results for a molecular structure, C8H16IrN4O3S in a non-equilibrium geometry.

Last column: Löwdin charge in e.
CARTESIAN COORDINATES (ANGSTROEM)
Ir 0.44 -0.10 -0.24  1.394
N -1.31 0.60 0.96  -0.036
N -2.41 -0.27 0.88  -0.014
C -2.30 -1.43 0.25  -0.705
N -3.35 -2.21 0.14  0.183
S -0.79 -1.98 -0.39  0.852
H -0.99 0.66 1.92  0.138
H -1.59 1.53 0.66  0.146
H -3.28 0.03 1.30  0.189
H -4.25 -1.98 0.52  0.153
H -3.27 -3.10 -0.35  0.142
O 0.62 -2.48 -2.97  0.120
C 1.36 -1.56 -2.87  -0.427
C 2.64 -1.23 -3.64  -0.025
C 3.10 0.17 -3.16  -0.022
C 2.18 0.45 -2.01  -0.465
O 2.13 1.30 -1.12  0.019
N 1.20 -0.48 -1.93  -0.122
H 2.46 -1.31 -4.71  0.144
H 3.36 -2.00 -3.37  0.147
H 2.96 0.95 -3.92  0.152
H 4.13 0.21 -2.84  0.145
C 2.60 2.07 1.76  -0.024
C 2.63 0.53 1.74  -0.450
C 2.97 -0.05 3.10  -0.025
O 1.37 -0.04 1.32  -0.308
H 3.51 2.41 2.25  0.105
H 1.73 2.40 2.34  0.092
H 2.55 2.48 0.77  0.058
H 3.40 0.24 1.03  0.147
H 2.26 0.31 3.85  0.097
H 3.97 0.28 3.37  0.107
H 2.94 -1.13 3.08  0.094

The calculation puts the calculated total energy at -1261.052161 a.u. As for the highest occupied orbital energy (alpha / beta): -16.40 / -16.29 eV. Its spin multiplicity is 2. As for the charge: +2. As for the orbital gap (alpha / beta): 7.368 / 6.679 eV. As for the expectation value of S²: 0.76. The value obtained for the molecular weight is 440.53 Da. For the relative energy (zero: lowest compared OMol25 entry of this formula, charge and spin), the calculation gives 0.905 eV.



[2]
DFT (wB97M-V/def2-TZVPD) results for a molecular structure, C8H10F3NO3SY in a non-equilibrium geometry.

Last column: Löwdin charge in e.
CARTESIAN COORDINATES (ANGSTROEM)
C -0.30 -1.18 -2.40  -0.200
C -1.41 -1.64 -1.63  -0.201
C -0.92 -2.60 -0.68  -0.225
C 0.49 -2.75 -0.89  -0.243
C 0.88 -1.86 -1.94  -0.230
Y 0.16 -0.48 -0.04  1.397
N -0.35 1.60 -0.78  -0.271
C -1.59 2.38 -0.78  -0.532
C -2.64 1.47 -0.30  -0.212
H -1.53 -3.18 0.01  0.099
H -2.45 -1.34 -1.76  0.095
H 1.15 -3.44 -0.35  0.101
H 1.88 -1.74 -2.35  0.096
H -0.35 -0.46 -3.22  0.102
H -3.23 0.89 -1.01  -0.053
H -1.89 2.80 -1.76  0.064
H 0.40 2.17 -1.17  -0.026
H -2.63 1.19 0.76  -0.062
H -1.51 3.19 -0.03  0.059
F 3.71 1.31 2.69  0.115
C 2.36 1.43 2.65  -0.600
F 1.95 2.10 3.74  0.124
F 2.02 2.16 1.54  0.098
S 1.58 -0.27 2.52  0.562
O 2.13 -0.71 1.19  -0.412
O 1.96 -1.01 3.68  -0.256
O 0.12 -0.01 2.31  -0.390

The calculation puts the calculated total energy at -1327.457013 a.u. As for the highest occupied orbital energy (alpha / beta): -1.22 / -1.23 eV. As for the charge: -1. As for the orbital gap (alpha / beta): 4.076 / 4.081 eV. The value obtained for the molecular weight is 346.14 Da. For the relative energy (zero: lowest compared OMol25 entry of this formula, charge and spin), the calculation gives 0.984 eV.



Question: Among the records above, which one has the highest charge?
Answer: C8H16IrN4O3S



Question: What is the formula in the first record?
Answer: C8H16IrN4O3S



Question: Which of these has the lowest charge?
Answer: C8H10F3NO3SY